{
  "formula": "C22H66N12O10",
  "method": "wB97M-V/def2-TZVPD",
  "e_tot_ev": -62241.8651,
  "lumo_ev": -0.074,
  "spin_multiplicity": 1,
  "de_lowest_kcal_mol": 3.0,
  "symbols": ["C", "O", "C", "C", "C", "N", "H", "H", "H", "H", "H", "H", "H", "H", "H", "H", "H", "C", "O", "C", "C", "C", "N", "H", "H", "H", "H", "H", "H", "H", "H", "H", "H", "H", "N", "C", "N", "O", "H", "H", "H", "H", "N", "C", "N", "O", "H", "H", "H", "H", "N", "C", "N", "O", "H", "H", "H", "H", "N", "C", "N", "O", "H", "H", "H", "H", "N", "C", "N", "O", "H", "H", "H", "H", "C", "C", "C", "O", "H", "H", "H", "H", "H", "H", "H", "H", "C", "C", "C", "O", "H", "H", "H", "H", "H", "H", "H", "H", "C", "C", "C", "O", "H", "H", "H", "H", "H", "H", "H", "H"],
  "xyz": [[0.484, -3.775, -4.989], [1.102, -2.662, -4.272], [0.763, -1.324, -4.691], [-0.763, -1.027, -4.432], [-1.087, 0.432, -4.417], [-1.060, -1.500, -3.052], [1.008, -4.681, -4.686], [0.790, -3.667, -6.029], [-0.582, -3.986, -4.912], [1.425, -0.601, -4.215], [0.994, -1.090, -5.730], [-1.276, -1.522, -5.257], [-2.144, 0.539, -4.176], [-0.820, 0.743, -5.427], [-0.456, 0.916, -3.671], [-0.549, -2.369, -2.989], [-0.464, -0.828, -2.591], [0.309, -1.344, 6.976], [-0.024, -0.989, 5.575], [-1.263, -0.256, 5.473], [-1.528, 0.208, 3.988], [-3.022, 0.574, 3.922], [-1.263, -0.750, 2.941], [0.999, -2.175, 6.836], [-0.583, -1.590, 7.553], [0.735, -0.451, 7.434], [-1.957, -1.029, 5.804], [-1.216, 0.566, 6.188], [-0.949, 1.113, 3.804], [-3.357, 0.861, 2.925], [-3.233, 1.487, 4.478], [-3.646, -0.210, 4.352], [-0.420, -1.220, 3.239], [-1.880, -1.544, 3.038], [-3.465, 4.278, -0.884], [-4.141, 3.202, -0.731], [-3.852, 2.509, 0.383], [-4.932, 2.725, -1.521], [-3.701, 4.881, -1.659], [-2.693, 4.389, -0.243], [-4.434, 1.705, 0.572], [-3.291, 2.973, 1.083], [-4.749, -2.405, -1.372], [-4.807, -1.118, -1.465], [-3.601, -0.640, -1.489], [-5.886, -0.514, -1.384], [-5.690, -2.772, -1.362], [-3.895, -2.881, -1.118], [-2.922, -1.347, -1.731], [-3.361, 0.328, -1.646], [4.499, -2.492, -0.709], [3.240, -2.163, -0.576], [2.497, -2.241, -1.633], [2.771, -1.755, 0.467], [4.805, -2.824, -1.613], [5.187, -2.206, -0.028], [1.502, -2.068, -1.628], [2.818, -2.822, -2.395], [-0.177, -3.748, -0.914], [-1.244, -4.395, -1.299], [-0.963, -5.251, -2.177], [-2.362, -4.133, -0.848], [-0.462, -3.094, -0.199], [0.680, -4.224, -1.154], [0.029, -5.443, -2.197], [-1.643, -5.938, -2.470], [0.087, -0.786, 0.478], [-0.155, 0.159, -0.360], [-1.215, 0.813, 0.156], [0.439, 0.484, -1.368], [0.980, -1.236, 0.333], [-0.443, -0.815, 1.337], [-1.423, 0.640, 1.129], [-1.630, 1.623, -0.281], [-0.302, 5.593, 0.297], [-0.545, 4.151, 0.796], [0.600, 3.457, 1.524], [-1.690, 4.119, 1.635], [-1.078, 5.922, -0.395], [0.599, 5.576, -0.316], [-0.134, 6.227, 1.168], [-0.772, 3.557, -0.089], [0.322, 2.415, 1.682], [0.796, 3.887, 2.506], [1.508, 3.574, 0.933], [-1.361, 4.137, 2.536], [4.841, -0.725, 3.747], [3.749, -1.804, 3.955], [2.433, -1.225, 3.712], [3.991, -2.967, 3.009], [5.798, -1.099, 4.111], [4.737, 0.257, 4.209], [5.002, -0.674, 2.670], [3.963, -2.259, 4.922], [1.784, -2.097, 3.791], [2.202, -0.882, 2.704], [2.141, -0.480, 4.452], [3.731, -2.695, 2.126], [2.605, 1.848, -3.280], [2.483, 2.951, -2.225], [2.992, 4.288, -2.745], [1.057, 3.131, -1.833], [2.534, 0.852, -2.844], [3.583, 1.906, -3.759], [1.838, 1.923, -4.050], [3.024, 2.727, -1.306], [2.640, 5.042, -2.040], [2.738, 4.505, -3.782], [4.082, 4.294, -2.759], [0.643, 2.318, -1.534]],
  "forces_ev_per_a": [[1.6, 0.6, -0.5], [-0.5, -0.4, -0.3], [-1.1, 0.3, -0.4], [1.4, -0.7, 0.9], [0.5, -0.3, -0.9], [0.0, -0.3, -1.4], [0.0, 0.1, 0.5], [-0.5, 0.1, -0.3], [-0.1, 0.8, 0.4], [-0.1, -0.4, 0.9], [0.0, -0.8, -0.6], [-0.6, -0.3, 0.4], [0.1, 0.3, -0.2], [-0.4, 0.9, 0.0], [-0.1, 0.3, -0.1], [-0.1, -0.4, 0.5], [0.0, 0.0, 1.0], [-0.4, 0.8, -2.2], [0.1, 0.2, 0.9], [1.3, -1.3, -0.6], [-1.5, 0.6, 1.6], [0.2, 0.9, 0.2], [0.7, -0.9, 0.8], [0.0, 0.2, 0.6], [-0.1, -0.4, -0.2], [0.4, -0.2, 0.1], [-1.0, 0.5, -0.1], [-0.4, 0.4, -0.2], [0.3, -0.1, -0.1], [0.1, -0.5, -0.2], [0.1, 0.0, 0.4], [0.0, -0.1, -0.3], [1.0, 0.0, -0.1], [-0.9, 0.0, -0.2], [2.3, 3.7, -0.5], [-2.5, -3.9, -0.4], [0.7, -0.7, 1.6], [-0.8, 0.4, -1.1], [0.5, -0.1, 0.3], [-0.3, 0.9, -0.5], [0.1, 0.2, 0.0], [-0.2, -0.4, 0.4], [-1.4, -4.2, -0.2], [-3.2, 2.6, 1.1], [3.6, 2.1, -0.4], [0.5, 0.2, -0.5], [0.5, -0.8, 0.3], [-0.5, -0.6, -0.1], [0.6, 0.8, -0.2], [-0.4, -0.2, 0.0], [3.0, -1.1, -0.7], [-0.7, 1.0, 1.6], [-1.6, -1.2, -3.7], [-0.3, 0.7, 2.4], [0.3, 0.2, 0.3], [-0.3, -0.2, -0.1], [0.2, 0.1, 0.2], [-0.3, 0.4, -0.3], [1.4, 1.5, 1.1], [-3.8, 2.7, 3.0], [1.0, -4.9, -4.4], [-0.2, -0.1, -0.2], [1.4, 0.3, 0.3], [0.4, 1.2, 1.1], [-0.5, -0.8, -0.9], [0.3, 0.1, 0.1], [2.6, -3.8, 0.3], [-2.3, 2.4, 1.1], [-1.4, 2.2, -0.5], [1.0, -0.1, -1.6], [0.3, -0.3, 0.8], [0.2, -0.3, 0.1], [-0.4, 0.2, -0.3], [0.0, -0.3, 0.1], [0.8, -1.1, 0.2], [0.4, 0.4, -0.5], [0.0, 0.5, -0.4], [-0.5, -0.1, 0.3], [-0.3, 0.2, 0.5], [0.2, 0.0, 0.1], [-0.3, 0.4, -0.2], [-0.1, -0.1, 0.0], [0.3, -0.1, -0.2], [-0.1, 0.3, 0.1], [0.0, -0.4, 0.0], [-0.2, 0.1, 0.2], [1.0, -1.2, -0.4], [2.9, -0.3, -1.7], [-2.2, -0.9, 0.3], [0.1, 1.3, 1.7], [0.1, -0.2, 0.2], [-0.7, -0.1, -0.1], [-0.2, 0.6, -0.1], [-0.8, 0.0, 0.1], [-0.7, 0.1, 0.4], [0.8, 0.4, -0.1], [0.0, -0.1, -0.1], [-0.3, 0.4, -0.3], [0.4, -0.2, 0.4], [-1.9, -0.2, -0.2], [0.1, -0.2, 0.3], [1.5, 1.3, -0.6], [-0.1, 0.0, 0.1], [0.1, 0.1, -0.1], [-0.1, 0.3, 0.1], [0.2, -0.3, 0.0], [0.1, 0.3, -0.3], [-0.6, 0.0, 0.1], [0.1, -0.1, 0.3], [0.4, -0.9, -0.2]]
}